Record 1
22
Properties=species:S:1:pos:R:3 method="wB97M-V/def2-TZVPD" orbital_gap_ev=9.98 de_lowest_kj_mol=188.3 homo_ev=-9.195 charge=0 largest_force_ha_per_bohr=0.06749 smiles="CNC(=O)O.CC1CC1"
C -0.524 0.377 -3.011
N -0.365 -0.584 -1.934
C -1.458 -0.831 -1.073
O -2.453 -0.153 -1.005
O -1.304 -2.056 -0.494
H -1.143 1.192 -2.640
H 0.456 0.770 -3.288
H -1.006 -0.067 -3.886
H 0.210 -1.392 -2.134
H -2.056 -2.192 0.099
C 1.922 1.131 2.196
C 1.174 0.077 1.424
C -0.136 -0.462 1.901
C -0.107 0.473 0.726
H 2.533 1.735 1.523
H 1.227 1.792 2.711
H 2.585 0.684 2.938
H 1.812 -0.620 0.891
H -0.531 -0.086 2.836
H -0.346 -1.508 1.729
H -0.019 0.243 -0.419
H -0.469 1.476 0.910

Record 2
160
Properties=species:S:1:pos:R:3 method="wB97M-V/def2-TZVPD" orbital_gap_ev=10.88 homo_ev=-10.522 charge=0 largest_force_ha_per_bohr=0.07752 smiles="O=C1OC[C@@H](F)O1.CCOC(=O)OC.CCOC(=O)OC.CCOC(=O)OC.CCOC(=O)OC.CCOC(=O)OC.CCOC(=O)OC.CCCC#N.CCCC#N.CCCC#N.CCCC#N.CCCC#N"
O 4.356 1.951 1.063
C 4.833 0.887 1.438
O 5.913 0.331 0.943
C 5.913 -1.112 1.260
C 4.812 -1.164 2.311
F 5.382 -1.398 3.535
O 4.188 0.081 2.281
H 5.541 -1.565 0.351
H 6.909 -1.418 1.535
H 4.052 -1.898 2.092
C 1.482 2.585 3.882
C 2.398 1.811 4.729
O 1.795 0.474 4.887
C 2.537 -0.620 5.287
O 2.115 -1.745 5.065
O 3.615 -0.359 6.019
C 4.071 -1.579 6.750
H 2.071 3.368 3.381
H 0.731 2.986 4.470
H 1.058 1.941 3.116
H 2.503 2.197 5.750
H 3.401 1.707 4.349
H 5.025 -1.249 7.122
H 4.113 -2.362 5.999
H 3.206 -1.905 7.391
C 1.715 4.730 -0.374
C 2.525 3.667 -1.206
O 2.113 3.765 -2.568
C 2.787 4.417 -3.462
O 2.468 4.590 -4.606
O 3.911 4.954 -2.955
C 4.536 5.813 -3.884
H 1.527 4.437 0.675
H 0.747 4.876 -0.858
H 2.297 5.643 -0.358
H 2.297 2.618 -0.941
H 3.594 3.805 -1.101
H 4.040 6.813 -4.058
H 4.558 5.273 -4.802
H 5.547 6.047 -3.419
C -5.562 2.040 0.284
C -4.841 1.351 1.416
O -4.932 -0.114 1.257
C -4.616 -0.828 2.353
O -4.150 -0.574 3.458
O -4.957 -2.086 2.023
C -4.565 -3.066 3.016
H -5.657 3.039 0.709
H -6.636 1.742 0.332
H -5.087 1.817 -0.654
H -5.337 1.649 2.381
H -3.780 1.593 1.473
H -3.818 -3.668 2.467
H -5.456 -3.653 3.239
H -4.175 -2.691 4.030
C -5.841 1.182 -5.294
C -6.660 0.295 -4.329
O -5.793 -0.358 -3.406
C -5.159 -1.435 -3.842
O -5.306 -1.914 -4.932
O -4.317 -1.964 -2.947
C -4.259 -1.288 -1.631
H -5.383 1.992 -4.736
H -6.602 1.704 -5.884
H -5.073 0.670 -5.849
H -7.269 -0.406 -4.885
H -7.368 0.945 -3.718
H -5.155 -1.409 -0.993
H -4.059 -0.257 -1.821
H -3.346 -1.684 -1.146
C 3.184 -5.327 4.849
C 3.809 -5.715 3.563
O 3.582 -4.605 2.609
C 3.464 -4.898 1.280
O 3.326 -5.974 0.785
O 3.479 -3.725 0.595
C 3.758 -3.822 -0.807
H 3.751 -4.522 5.337
H 3.377 -6.258 5.424
H 2.115 -5.164 4.715
H 3.417 -6.669 3.140
H 4.897 -5.800 3.563
H 4.774 -4.241 -0.861
H 3.845 -2.896 -1.336
H 3.004 -4.513 -1.249
C 0.237 -3.475 1.995
C -0.450 -2.781 3.177
O -0.918 -1.472 2.617
C -1.012 -0.406 3.420
O -1.114 0.684 2.913
O -1.072 -0.651 4.756
C -1.293 0.579 5.518
H 1.030 -2.815 1.615
H -0.428 -3.533 1.115
H 0.589 -4.490 2.140
H 0.259 -2.559 3.964
H -1.342 -3.364 3.428
H -2.270 0.953 5.232
H -0.528 1.389 5.409
H -1.319 0.380 6.580
C -1.390 -2.763 -3.858
C -1.082 -4.174 -3.416
C -2.229 -4.730 -2.610
C -2.363 -4.221 -1.200
N -2.353 -3.923 -0.091
H -1.444 -2.033 -3.044
H -2.306 -2.730 -4.365
H -0.614 -2.506 -4.607
H -0.143 -4.310 -2.889
H -1.014 -4.679 -4.380
H -2.111 -5.803 -2.471
H -3.135 -4.431 -3.175
C -3.464 3.443 4.436
C -2.150 4.199 4.231
C -1.717 3.986 2.779
C -2.763 4.379 1.830
N -3.585 4.692 1.106
H -3.310 2.399 4.178
H -4.226 3.915 3.804
H -3.760 3.544 5.500
H -1.311 3.886 4.907
H -2.300 5.278 4.380
H -1.323 2.961 2.662
H -0.933 4.618 2.577
C 2.565 -0.585 -7.036
C 1.573 0.332 -6.222
C 2.267 1.362 -5.283
C 2.949 0.778 -4.124
N 3.508 0.406 -3.213
H 3.047 -1.292 -6.332
H 3.212 0.051 -7.669
H 1.945 -1.174 -7.703
H 0.812 -0.211 -5.758
H 1.063 0.990 -6.949
H 1.615 2.167 -4.858
H 2.998 1.982 -5.801
C 1.245 -1.619 -1.326
C 2.064 -0.813 -0.285
C 1.068 -0.220 0.713
C 0.248 0.872 0.098
N -0.290 1.731 -0.414
H 0.704 -2.525 -1.041
H 1.718 -1.971 -2.270
H 0.408 -0.867 -1.535
H 2.645 0.011 -0.762
H 2.782 -1.441 0.257
H 1.479 0.117 1.662
H 0.341 -1.023 0.965
C -2.225 1.696 -3.557
C -0.982 2.552 -3.494
C -0.909 3.645 -4.608
C -1.015 3.003 -5.895
N -0.981 2.480 -6.901
H -3.099 2.393 -3.463
H -2.266 1.010 -2.718
H -2.426 1.208 -4.580
H -0.098 1.957 -3.544
H -0.858 3.069 -2.516
H -0.014 4.323 -4.550
H -1.738 4.285 -4.524

Record 3
9
Properties=species:S:1:pos:R:3 method="wB97M-V/def2-TZVPD" orbital_gap_ev="6.80 / 8.64" de_lowest_kj_mol=217.1 homo_ev="-7.368 / -10.174" charge=0 largest_force_ha_per_bohr=0.05680 spin_multiplicity=3
C -1.054 0.629 -0.926
C 1.379 -0.210 0.130
C 0.132 -0.449 0.874
N -0.082 1.321 -1.334
O -1.111 -0.305 0.025
S 2.905 -0.519 -0.046
H -1.951 0.596 -1.551
H -0.169 -1.418 1.169
H -0.049 0.355 1.659

Record 4
112
Properties=species:S:1:pos:R:3 method="wB97M-V/def2-TZVPD" orbital_gap_ev="3.78 / 5.19" homo_ev="-7.055 / -8.467" charge=+1 largest_force_ha_per_bohr=0.04754 spin_multiplicity=4
V -1.221 1.277 -0.135
C -2.490 0.437 3.622
C -1.070 0.967 3.475
N -0.924 2.162 2.631
C -1.140 3.397 3.404
C -2.580 3.876 3.543
C 0.452 2.181 2.116
C 0.699 3.123 0.940
N -0.174 2.915 -0.198
C -0.133 3.903 -1.108
C -1.125 4.038 -2.115
F -2.046 3.049 -2.271
C -1.276 5.160 -2.904
F -2.317 5.208 -3.752
C -0.415 6.240 -2.817
C 0.661 6.080 -1.964
F 1.598 7.043 -1.908
C 0.821 4.967 -1.162
F 1.982 4.921 -0.451
H -2.463 -0.482 4.207
H -2.890 0.204 2.637
H -3.154 1.132 4.123
H -0.487 0.161 3.019
H -0.644 1.153 4.475
H -0.584 4.202 2.914
H -0.712 3.282 4.414
H -3.012 4.102 2.573
H -2.582 4.794 4.130
H -3.219 3.156 4.041
H 0.684 1.174 1.778
H 1.172 2.453 2.911
H 1.750 2.973 0.653
H 0.594 4.165 1.279
H -0.559 7.132 -3.401
F 4.443 -0.897 2.599
C 4.022 -1.255 1.352
C 2.791 -0.773 0.960
C 2.257 -1.057 -0.300
C 0.986 -0.505 -0.720
O 0.263 0.139 0.101
C 0.619 -0.748 -2.079
C 1.376 -1.570 -2.853
N 2.539 -2.147 -2.426
C 3.212 -3.082 -3.276
C 4.540 -2.724 -3.885
C 3.323 -2.818 -4.746
C 3.027 -1.861 -1.171
C 4.266 -2.337 -0.748
C 4.798 -2.051 0.519
N 6.095 -2.530 0.836
C 6.668 -2.167 2.125
C 8.076 -2.767 2.231
N 8.617 -2.880 0.855
C 7.901 -3.954 0.111
C 6.416 -3.904 0.511
C -0.632 -0.138 -2.690
O -0.910 -0.447 -3.841
O -1.315 0.645 -1.962
H 2.239 -0.156 1.648
H 1.054 -1.790 -3.859
H 3.069 -4.111 -2.955
H 5.286 -3.499 -3.966
H 4.942 -1.744 -3.682
H 3.228 -3.657 -5.414
H 2.903 -1.906 -5.135
H 4.856 -2.910 -1.441
H 6.070 -2.523 2.975
H 6.721 -1.077 2.180
H 8.065 -3.762 2.679
H 8.713 -2.127 2.839
H 9.628 -3.047 0.853
H 8.422 -1.985 0.387
H 8.333 -4.922 0.364
H 8.029 -3.774 -0.956
H 6.226 -4.571 1.364
H 5.803 -4.251 -0.317
N -3.030 2.571 0.201
C -4.257 2.107 0.776
C -5.217 2.981 1.267
C -6.375 2.491 1.843
C -6.573 1.124 1.947
C -5.638 0.245 1.430
C -4.490 0.730 0.813
P -3.195 -0.258 -0.030
C -3.589 -1.945 0.566
C -4.767 -2.599 0.211
C -5.045 -3.854 0.721
C -4.152 -4.471 1.583
C -2.964 -3.841 1.913
C -2.685 -2.582 1.407
C -3.880 -0.352 -1.719
C -4.627 0.667 -2.296
C -4.968 0.598 -3.636
C -4.565 -0.479 -4.406
C -3.847 -1.513 -3.828
C -3.502 -1.446 -2.493
H -3.237 3.056 -0.669
H -2.578 3.244 0.824
H -5.065 4.051 1.187
H -7.120 3.174 2.218
H -7.462 0.742 2.425
H -5.800 -0.818 1.526
H -5.461 -2.133 -0.472
H -5.961 -4.354 0.445
H -4.380 -5.444 1.992
H -2.255 -4.333 2.563
H -1.756 -2.079 1.651
H -4.941 1.519 -1.709
H -5.538 1.400 -4.082
H -4.794 -0.507 -5.461
H -3.535 -2.357 -4.424
H -2.909 -2.235 -2.047

Record 5
60
Properties=species:S:1:pos:R:3 method="wB97M-V/def2-TZVPD" orbital_gap_ev="6.35 / 7.15" de_lowest_kj_mol=48.9 homo_ev="-6.778 / -7.594" charge=0 largest_force_ha_per_bohr=0.02699 spin_multiplicity=6
Ru -1.653 -0.152 0.685
O -1.801 -1.464 2.570
C -1.176 -2.414 3.018
C 0.227 -2.695 2.840
C 0.784 -3.672 3.660
C 2.130 -3.936 3.620
C 2.969 -3.223 2.745
C 2.443 -2.276 1.916
C 1.041 -1.973 1.902
O 0.574 -1.138 1.070
N 2.694 -4.950 4.493
O 1.947 -5.544 5.254
O 3.898 -5.141 4.441
H -1.714 -3.124 3.670
H 0.158 -4.227 4.349
H 4.027 -3.441 2.748
H 3.077 -1.715 1.240
N -0.888 3.655 2.479
C -1.825 3.654 1.271
C -2.432 5.023 1.024
P -3.005 2.272 1.623
O -4.179 3.130 2.326
O -3.468 1.654 0.332
O -2.329 1.361 2.600
P -0.653 3.085 -0.064
O -1.613 2.661 -1.277
O 0.239 4.188 -0.476
O -0.070 1.875 0.657
H -1.389 3.600 3.363
H -0.269 4.463 2.455
H -0.326 2.795 2.355
H -2.935 5.412 1.910
H -3.177 4.944 0.232
H -1.661 5.721 0.689
H -4.959 2.586 2.509
H -2.418 2.195 -0.938
S -2.652 -1.725 -0.601
C 0.558 -1.722 -4.213
N -0.030 -0.310 -4.208
C 1.119 0.700 -4.271
N 2.047 0.479 -3.221
C 2.558 -0.888 -3.273
N 1.498 -1.889 -3.160
C 0.882 -1.891 -1.818
P 0.083 -0.280 -1.374
C -0.866 -0.098 -2.976
C 1.499 0.821 -1.893
H 1.037 -1.852 -5.183
H -0.279 -2.410 -4.107
H -0.613 -0.196 -5.035
H 0.671 1.689 -4.196
H 1.592 0.569 -5.245
H 3.267 -1.032 -2.461
H 3.076 -1.033 -4.223
H 1.649 -2.110 -1.077
H 0.125 -2.675 -1.751
H -1.296 0.903 -3.016
H -1.669 -0.832 -2.957
H 2.292 0.730 -1.149
H 1.184 1.865 -1.883